No. 1
69
Properties=species:S:1:pos:R:3 method="wB97M-V/def2-TZVPD" gap_ev=5.77 energy_ha=-5394.5931 total_charge=-1 lumo_ev=2.2
Na -1.219 0.471 -0.873
Cl -3.556 -0.040 3.619
C -2.925 1.453 2.973
C -2.902 2.576 3.801
C -2.397 3.763 3.351
Cl -2.385 5.150 4.421
C -1.880 3.872 2.040
C -1.315 5.053 1.508
C -0.826 5.059 0.235
C -0.902 3.879 -0.528
N -1.427 2.770 -0.069
C -1.914 2.733 1.199
C -2.455 1.447 1.650
O -2.474 0.427 0.898
H -3.286 2.498 4.809
H -1.272 5.940 2.125
H -0.380 5.948 -0.191
H -0.515 3.849 -1.542
N 2.775 2.122 -0.941
C 3.732 1.442 -0.181
C 5.093 1.691 -0.314
C 6.002 1.047 0.514
C 5.563 0.124 1.453
C 4.206 -0.154 1.563
C 3.290 0.519 0.768
S 1.550 0.342 0.879
N 1.111 0.448 -0.761
C 1.663 1.427 -1.458
C 1.200 1.789 -2.727
C 1.681 2.852 -3.532
C 0.865 3.470 -4.433
C -0.541 3.122 -4.402
C -0.952 2.009 -3.783
N 0.035 1.107 -3.265
H 3.154 2.816 -1.563
H 5.437 2.400 -1.060
H 7.059 1.259 0.414
H 6.273 -0.387 2.091
H 3.847 -0.883 2.279
H 2.694 3.223 -3.402
H 1.217 4.286 -5.047
H -1.280 3.797 -4.817
H -1.992 1.726 -3.679
C -1.923 -4.094 -1.982
As -1.446 -2.466 -1.007
C 0.359 -3.013 -0.501
C -2.442 -2.797 0.676
C -1.926 -3.924 1.506
C -2.371 -5.232 1.320
C -1.852 -6.280 2.068
C -0.874 -6.037 3.022
C -0.428 -4.737 3.224
C -0.949 -3.693 2.475
H -1.681 -4.975 -1.387
H -1.358 -4.119 -2.913
H -2.986 -4.092 -2.221
H 0.364 -4.025 -0.096
H 0.761 -2.315 0.231
H 0.985 -2.957 -1.391
H -3.475 -2.971 0.368
H -2.427 -1.848 1.213
H -3.142 -5.427 0.583
H -2.215 -7.288 1.908
H -0.468 -6.852 3.608
H 0.328 -4.534 3.972
H -0.600 -2.680 2.638
F 1.085 -1.061 -3.441
B 0.053 -0.242 -3.645
F -1.025 -0.781 -4.251

***

No. 2
68
Properties=species:S:1:pos:R:3 method="wB97M-V/def2-TZVPD" gap_ev="3.26 / 3.25" energy_ha=-4359.0871 total_charge=+3 lumo_ev="-13.1 / -13.1"
Ir 0.856 -0.709 1.199
C -2.685 -2.384 2.717
C -1.463 -2.550 2.114
N -0.906 -1.330 1.889
N -1.798 -0.394 2.297
C -2.871 -1.002 2.793
B -1.504 1.147 2.143
N -0.259 1.441 3.001
C 0.007 2.264 4.024
C 1.332 2.092 4.399
C 1.827 1.129 3.544
N 0.858 0.731 2.699
N -1.043 1.353 0.646
C -1.383 2.299 -0.233
C -0.676 2.106 -1.417
C 0.115 1.000 -1.190
N -0.121 0.551 0.056
N -2.708 1.940 2.460
C -3.898 1.994 1.778
C -4.836 2.518 2.616
C -4.139 2.747 3.828
N -2.876 2.396 3.738
H -3.364 -3.149 3.052
H -0.928 -3.453 1.862
H -3.702 -0.427 3.173
H -0.770 2.898 4.417
H 1.856 2.598 5.191
H 2.816 0.699 3.508
H -2.113 3.047 0.028
H -0.736 2.692 -2.318
H 0.809 0.495 -1.843
H -3.987 1.662 0.755
H -5.871 2.718 2.401
H -4.518 3.158 4.750
S 2.915 -0.054 0.650
C 3.686 -1.185 -0.282
C 5.092 -0.983 -0.510
C 5.791 -1.911 -1.236
C 5.122 -3.031 -1.736
C 3.736 -3.242 -1.534
C 3.007 -2.328 -0.832
As 1.099 -2.489 -0.468
C 0.892 -4.275 0.163
C 0.107 -5.180 -0.543
C -0.048 -6.466 -0.040
C 0.571 -6.830 1.148
C 1.358 -5.918 1.848
C 1.520 -4.634 1.358
C 0.139 -2.231 -2.095
C -1.246 -2.106 -1.985
C -2.001 -1.931 -3.133
C -1.377 -1.872 -4.374
C 0.003 -1.989 -4.475
C 0.771 -2.172 -3.333
H 5.580 -0.111 -0.091
H 6.851 -1.786 -1.415
H 5.680 -3.765 -2.307
H 3.273 -4.133 -1.943
H -0.375 -4.896 -1.471
H -0.651 -7.183 -0.580
H 0.446 -7.833 1.533
H 1.843 -6.214 2.768
H 2.144 -3.928 1.902
H -1.735 -2.152 -1.017
H -3.077 -1.846 -3.063
H -1.971 -1.738 -5.268
H 0.482 -1.946 -5.444
H 1.846 -2.267 -3.425

***

No. 3
63
Properties=species:S:1:pos:R:3 method="wB97M-V/def2-TZVPD" gap_ev="7.34 / 6.84" energy_ha=-2188.5860 total_charge=+2 lumo_ev="-7.0 / -7.8" multiplicity=3 s2=2.0220
Mo -1.283 -0.177 0.495
C -2.672 1.218 -1.878
P -1.165 1.820 -0.982
C 0.181 2.219 -2.090
C 0.234 1.739 -3.396
C 1.338 2.032 -4.182
C 2.382 2.787 -3.666
C 2.332 3.255 -2.358
C 1.235 2.970 -1.564
C -1.628 3.213 0.050
C -2.007 2.956 1.369
C -2.371 4.001 2.201
C -2.350 5.303 1.719
C -1.974 5.562 0.406
C -1.612 4.521 -0.433
C -2.904 -0.044 -1.081
C -3.647 -0.244 0.102
C -3.244 -1.508 0.621
C -2.289 -2.029 -0.276
C -1.333 -3.183 -0.096
P 0.099 -2.261 0.631
C 1.499 -2.407 -0.478
C 2.357 -3.501 -0.367
C 3.392 -3.649 -1.276
C 3.567 -2.716 -2.291
C 2.709 -1.629 -2.401
C 1.673 -1.470 -1.496
C 0.525 -2.882 2.255
C 1.718 -2.402 2.803
C 2.094 -2.795 4.076
C 1.281 -3.656 4.804
C 0.092 -4.124 4.262
C -0.296 -3.736 2.988
N -2.046 -1.110 -1.280
H -2.513 0.995 -2.931
H -3.488 1.931 -1.782
H -0.569 1.144 -3.812
H 1.376 1.675 -5.202
H 3.238 3.017 -4.286
H 3.145 3.845 -1.958
H 1.193 3.339 -0.546
H -2.035 1.934 1.763
H -2.661 3.804 3.224
H -2.624 6.120 2.372
H -1.959 6.579 0.039
H -1.308 4.724 -1.453
H -4.356 0.443 0.539
H -3.603 -1.977 1.525
H -1.060 -3.629 -1.051
H -1.732 -3.959 0.553
H 2.224 -4.226 0.426
H 4.062 -4.493 -1.192
H 4.378 -2.836 -2.996
H 2.850 -0.901 -3.188
H 1.011 -0.615 -1.578
H 2.362 -1.744 2.230
H 3.022 -2.435 4.497
H 1.576 -3.962 5.798
H -0.535 -4.798 4.829
H -1.222 -4.119 2.582
F 0.573 0.861 2.480
B 0.777 0.533 1.200
F 1.989 0.677 0.727

***

No. 4
74
Properties=species:S:1:pos:R:3 method="wB97M-V/def2-TZVPD" gap_ev="6.19 / 6.08" energy_ha=-4497.9360 total_charge=-1 lumo_ev="1.7 / 1.7" multiplicity=2 s2=1.0891
Tc 0.637 -1.600 -0.575
C -3.454 -0.138 1.593
Si -1.582 0.237 1.423
C -1.347 1.472 -0.004
C -1.097 1.266 2.970
N -0.683 -1.211 1.123
C -0.988 -2.332 1.808
C -1.482 -2.382 3.129
C -1.827 -3.571 3.730
C -1.721 -4.778 3.052
C -1.204 -4.784 1.764
C -0.829 -3.591 1.201
F -0.272 -3.585 -0.074
H -4.010 0.768 1.821
H -3.653 -0.857 2.383
H -3.853 -0.545 0.668
H -2.132 2.222 0.028
H -1.396 0.984 -0.970
H -0.403 2.003 0.077
H -1.436 2.287 2.822
H -0.025 1.308 3.125
H -1.551 0.889 3.882
H -1.564 -1.452 3.668
H -2.173 -3.565 4.755
H -2.021 -5.699 3.527
H -1.088 -5.702 1.208
Cl 1.743 -0.596 2.697
C 2.665 -1.844 1.933
C 2.286 -2.334 0.670
C 3.045 -3.457 0.282
Cl 2.625 -4.323 -1.145
C 4.136 -3.954 0.989
Cl 5.039 -5.290 0.392
C 4.514 -3.362 2.187
Cl 5.899 -3.910 3.037
C 3.745 -2.316 2.676
Cl 4.158 -1.612 4.191
C 0.422 0.786 -3.157
C 1.257 1.073 -1.967
N 1.471 0.283 -0.917
C 2.346 0.953 -0.101
C 2.657 2.149 -0.658
N 1.971 2.220 -1.839
C 1.883 3.397 -2.671
N 0.634 4.060 -2.494
N -0.297 4.116 -3.496
N -1.334 4.737 -3.083
C -1.156 5.106 -1.790
C -1.984 5.798 -0.901
C -1.499 6.014 0.373
C -0.240 5.565 0.769
C 0.603 4.884 -0.097
C 0.127 4.664 -1.377
H -0.307 0.020 -2.906
H 1.045 0.402 -3.965
H -0.098 1.676 -3.510
H 2.711 0.543 0.816
H 3.310 2.935 -0.338
H 1.974 3.124 -3.728
H 2.710 4.062 -2.386
H -2.956 6.140 -1.217
H -2.107 6.545 1.093
H 0.097 5.752 1.778
H 1.570 4.536 0.232
C 1.636 -2.118 -2.252
H 2.648 -1.861 -2.567
H 1.162 -2.700 -3.039
O -1.090 -1.539 -1.694
N -1.355 -2.595 -2.408
C -2.534 -2.827 -2.945
C -3.710 -2.060 -2.863
N -4.708 -1.488 -2.789
C -2.692 -4.018 -3.674
N -2.866 -4.984 -4.275

***

No. 5
65
Properties=species:S:1:pos:R:3 method="wB97M-V/def2-TZVPD" gap_ev="5.46 / 5.12" energy_ha=-11870.0697 total_charge=0 lumo_ev="-1.9 / -2.2" multiplicity=3 s2=2.0235
Pd 0.149 -0.205 0.191
C 0.418 1.850 2.707
P 1.155 0.257 2.199
C 1.532 -0.754 3.628
C 2.837 -1.156 3.909
C 3.084 -1.957 5.013
C 2.034 -2.376 5.818
C 0.733 -1.984 5.535
C 0.478 -1.167 4.446
C 2.677 0.780 1.335
C 2.742 0.454 -0.028
C 3.776 0.926 -0.818
C 4.759 1.726 -0.250
C 4.701 2.058 1.094
C 3.656 1.599 1.882
C 0.222 2.578 1.410
C 0.726 3.748 0.896
C 0.366 3.774 -0.487
C -0.334 2.615 -0.728
C -0.932 2.022 -1.978
P -1.114 0.185 -1.791
C -0.430 -0.462 -3.356
C -1.158 -1.218 -4.266
C -0.562 -1.649 -5.445
C 0.759 -1.336 -5.719
C 1.499 -0.597 -4.803
C 0.908 -0.167 -3.629
C -2.852 -0.287 -1.842
C -3.137 -1.643 -1.642
C -4.442 -2.095 -1.683
C -5.479 -1.197 -1.902
C -5.204 0.142 -2.111
C -3.893 0.600 -2.083
N -0.457 1.899 0.431
H 1.098 2.350 3.397
H -0.527 1.652 3.216
H 3.654 -0.843 3.272
H 4.097 -2.263 5.238
H 2.232 -3.017 6.668
H -0.096 -2.316 6.145
H -0.541 -0.866 4.240
H 2.022 -0.240 -0.522
H 3.819 0.673 -1.869
H 5.571 2.094 -0.863
H 5.466 2.689 1.527
H 3.594 1.887 2.925
H 1.298 4.494 1.427
H 0.584 4.560 -1.195
H -0.295 2.199 -2.842
H -1.912 2.442 -2.206
H -2.192 -1.465 -4.066
H -1.139 -2.230 -6.153
H 1.211 -1.657 -6.648
H 2.535 -0.358 -5.007
H 1.484 0.426 -2.926
H -2.330 -2.341 -1.451
H -4.658 -3.142 -1.514
H -6.504 -1.544 -1.884
H -6.010 0.844 -2.277
H -3.705 1.653 -2.233
Se -3.234 -3.168 4.135
Sb -3.751 -2.504 1.899
Se -3.525 -4.703 0.720
Se -5.770 -1.335 1.493
Se -1.688 -0.935 1.423

***

No. 6
67
Properties=species:S:1:pos:R:3 method="wB97M-V/def2-TZVPD" gap_ev="6.49 / 5.35" energy_ha=-7502.1571 total_charge=+1 lumo_ev="-3.6 / -4.7" multiplicity=2 s2=1.1278
Ir -0.367 0.327 -0.161
C -1.620 0.417 2.722
N -0.239 0.239 2.216
C 0.223 -1.132 2.524
C 1.425 -1.519 1.692
N 1.018 -1.814 0.322
C 2.210 -1.962 -0.535
C 0.229 -3.030 0.222
C 0.794 -4.278 0.466
C 0.088 -5.442 0.222
C -1.212 -5.377 -0.263
C -1.813 -4.145 -0.431
C -1.098 -2.971 -0.181
S -1.971 -1.468 -0.332
C 0.622 1.241 2.836
C 0.910 1.175 4.193
C 1.667 2.152 4.821
C 2.165 3.223 4.092
C 1.891 3.304 2.743
C 1.105 2.330 2.108
S 0.721 2.625 0.452
H -1.696 0.132 3.775
H -2.299 -0.201 2.136
H -1.912 1.461 2.624
H -0.602 -1.818 2.326
H 0.481 -1.227 3.580
H 1.926 -2.378 2.153
H 2.136 -0.689 1.664
H 2.816 -2.823 -0.245
H 2.832 -1.078 -0.446
H 1.901 -2.086 -1.572
H 1.806 -4.352 0.844
H 0.559 -6.399 0.396
H -1.755 -6.281 -0.502
H -2.839 -4.071 -0.766
H 0.521 0.361 4.792
H 1.852 2.081 5.884
H 2.748 3.995 4.574
H 2.257 4.131 2.150
Br 4.806 1.240 -1.118
C 3.445 0.907 -2.380
C 3.761 0.723 -3.725
C 2.766 0.498 -4.641
Br 3.240 0.248 -6.457
C 1.408 0.457 -4.246
C 0.321 0.283 -5.128
C -0.959 0.289 -4.641
C -1.165 0.422 -3.264
N -0.172 0.549 -2.411
C 1.107 0.600 -2.870
C 2.138 0.797 -1.896
O 1.856 0.815 -0.639
H 4.795 0.754 -4.040
H 0.513 0.160 -6.184
H -1.807 0.173 -5.298
H -2.164 0.420 -2.847
C -4.754 3.196 -0.068
C -4.807 1.824 -0.251
C -3.625 1.107 -0.306
N -2.420 1.671 -0.178
C -2.378 2.996 -0.010
C -3.508 3.791 0.047
H -5.660 3.784 -0.017
H -5.750 1.306 -0.347
H -3.661 0.038 -0.454
H -1.402 3.444 0.089
H -3.403 4.858 0.183

***

No. 7
72
Properties=species:S:1:pos:R:3 method="wB97M-V/def2-TZVPD" gap_ev="5.68 / 7.14" energy_ha=-7741.4612 total_charge=-1 lumo_ev="1.9 / 1.9" multiplicity=4 s2=3.7628
V -0.828 -1.016 0.013
N -1.947 0.903 0.653
C -1.872 1.880 -0.369
C -1.331 3.131 -0.063
C -1.165 4.109 -1.034
C -1.536 3.837 -2.342
C -2.084 2.596 -2.645
C -2.276 1.599 -1.687
C -2.878 0.287 -2.061
C -3.971 0.293 -2.939
C -4.556 -0.897 -3.337
C -4.042 -2.095 -2.847
C -2.965 -2.082 -1.971
C -2.332 -0.904 -1.539
H -1.722 1.316 1.547
H -2.841 0.391 0.771
H -1.051 3.337 0.967
H -0.752 5.074 -0.763
H -1.411 4.583 -3.119
H -2.364 2.371 -3.667
H -4.381 1.237 -3.288
H -5.410 -0.895 -4.005
H -4.492 -3.038 -3.141
H -2.599 -3.034 -1.597
Br 2.311 3.072 5.614
C 1.086 1.636 5.768
C 0.722 1.233 7.046
C -0.169 0.187 7.213
C -0.701 -0.454 6.104
C -0.338 -0.051 4.832
C 0.567 0.996 4.654
I 1.033 1.511 2.696
H 1.142 1.745 7.901
H -0.448 -0.121 8.213
H -1.404 -1.270 6.221
H -0.764 -0.540 3.966
O -3.842 -0.701 1.809
C -3.292 -1.813 1.764
O -2.157 -2.106 1.278
H -3.787 -2.647 2.301
Cl 0.772 -2.300 2.295
C 0.862 -3.383 0.895
C 0.361 -2.892 -0.296
C 0.618 -3.712 -1.392
Cl 0.178 -3.135 -2.982
C 1.246 -4.955 -1.296
Cl 1.515 -5.937 -2.694
C 1.673 -5.412 -0.051
Cl 2.440 -6.952 0.100
C 1.496 -4.606 1.074
Cl 2.075 -5.128 2.613
O 0.685 0.357 -2.910
C 1.017 0.863 -1.751
O 0.707 0.342 -0.695
C 1.779 2.178 -1.807
N 2.149 2.467 -3.200
C 3.605 2.220 -3.367
C 4.052 1.546 -2.068
C 3.092 2.112 -1.025
H 1.075 2.917 -1.420
H 1.890 3.406 -3.451
H 1.020 1.018 -3.565
H 4.136 3.161 -3.529
H 3.784 1.584 -4.235
H 5.098 1.739 -1.833
H 3.931 0.461 -2.121
H 3.387 3.126 -0.740
H 3.021 1.502 -0.129
N 3.485 -1.388 -0.003
H 3.499 -1.162 0.988
H 3.695 -2.380 -0.051
H 2.503 -1.316 -0.270